# 1
Computed, not measured: a cluster of 17 separate species, C102H102O34 in total in a non-equilibrium geometry, with ωB97M-V with the def2-TZVPD basis set.

Values from the calculation:
HOMO-LUMO gap, eV: 8.11
HOMO, eV: -7.816
Multiplicity: 1
Net charge: 0

XYZ file:
```
238
C102H102O34, DFT ωB97M-V with the def2-TZVPD basis set
C 6.22444 -5.31566 3.62578
C 5.41972 -4.23931 3.99524
C 4.73630 -3.42159 3.02067
C 4.86249 -3.77553 1.68238
C 5.67296 -4.83832 1.39184
C 6.38433 -5.62073 2.25872
O 7.23802 -6.61057 1.93940
O 3.99017 -2.35056 3.48771
H 6.64267 -5.91054 4.47752
H 5.40716 -3.86012 5.01274
H 4.48848 -3.24091 0.82178
H 5.71908 -5.08650 0.34863
H 7.41741 -6.62374 0.99462
H 3.64643 -1.79483 2.72189
C -0.83737 -3.82317 -0.97981
C 0.53192 -3.75112 -1.16738
C 1.36594 -4.51929 -0.34468
C 0.76360 -5.35017 0.62597
C -0.58921 -5.32099 0.84533
C -1.42371 -4.60398 -0.00855
O -2.76968 -4.63523 0.20086
O 2.71447 -4.48796 -0.70896
H -1.46152 -3.13825 -1.55953
H 0.90599 -3.11591 -1.98837
H 1.38911 -5.98135 1.26645
H -1.10263 -5.90357 1.61714
H -3.04415 -3.75566 -0.09495
H 3.18437 -5.04267 -0.06681
C -1.74099 4.96406 -4.38851
C -1.83861 6.21344 -3.77407
C -3.13199 6.66485 -3.37835
C -4.26264 5.97785 -3.71515
C -4.13961 4.71328 -4.40193
C -2.86528 4.19509 -4.60652
O -2.64899 2.82499 -4.95132
O -3.12034 7.92045 -2.82414
H -0.70255 4.84210 -4.78901
H -0.99070 6.90884 -3.70346
H -5.27254 6.41602 -3.56444
H -5.02104 4.11798 -4.72552
H -1.84692 2.60018 -4.44556
H -3.97455 8.09432 -2.41168
C -4.53444 2.37869 -1.90557
C -5.10405 3.56821 -1.40179
C -6.44553 3.67864 -1.28475
C -7.30365 2.66047 -1.59639
C -6.74135 1.51686 -2.13981
C -5.36580 1.38286 -2.34983
O -4.88015 0.15054 -2.65538
O -6.88691 4.91437 -0.77652
H -3.49957 2.32830 -1.84105
H -4.40992 4.27321 -1.05639
H -8.38870 2.68874 -1.31338
H -7.35224 0.65769 -2.20483
H -5.40143 -0.27341 -3.36328
H -7.77305 4.79740 -0.51055
C -1.72774 2.91284 0.88029
C -2.54238 3.04263 2.04642
C -3.22882 4.23430 2.38758
C -3.02501 5.38112 1.64409
C -2.24960 5.23884 0.43145
C -1.59733 4.04609 0.07626
O -0.83547 4.07902 -1.09920
O -4.00555 4.27277 3.48159
H -1.25696 1.94849 0.62435
H -2.74500 2.20648 2.69033
H -3.58977 6.33033 1.80193
H -2.24974 6.00479 -0.30772
H -0.81054 4.94749 -1.49835
H -3.38172 4.46234 4.20445
C -2.63234 1.41682 5.27534
C -2.61397 0.04016 5.11456
C -1.52294 -0.59718 4.54902
C -0.35286 0.12673 4.36697
C -0.32630 1.50156 4.64890
C -1.50220 2.15383 5.02694
O -1.61609 3.51573 5.24741
O -1.61079 -1.93934 4.37156
H -3.50796 1.93593 5.59547
H -3.37971 -0.72184 5.39171
H 0.58628 -0.31698 3.99998
H 0.55143 2.06357 4.43088
H -0.76314 3.95474 5.17213
H -0.76725 -2.40431 4.23128
C -1.37754 -0.84956 -6.19095
C -0.09000 -1.07060 -6.61270
C 0.95802 -1.28869 -5.75303
C 0.76991 -1.30384 -4.39347
C -0.47305 -1.09373 -3.93499
C -1.55239 -0.92895 -4.82866
O -2.92933 -0.91135 -4.35307
O 2.15108 -1.45732 -6.35781
H -2.21015 -0.74659 -6.93084
H 0.14191 -1.01922 -7.67746
H 1.53193 -1.55933 -3.70882
H -0.72415 -1.21151 -2.87132
H -2.97379 -0.35057 -3.56051
H 2.88546 -0.97293 -5.89759
C -5.40177 -2.28588 3.04065
C -4.96155 -2.65239 1.75807
C -4.60159 -1.62303 0.86466
C -4.49837 -0.32676 1.27408
C -4.89225 0.03186 2.53412
C -5.36898 -0.96895 3.43315
O -5.86126 -0.65493 4.67462
O -4.07330 -2.06701 -0.39716
H -5.59909 -3.18000 3.67381
H -5.02265 -3.67838 1.39527
H -4.11134 0.46785 0.63752
H -4.95264 1.04899 2.79509
H -5.56574 0.20114 4.97716
H -4.79310 -2.03632 -0.99612
C 4.05635 4.34931 3.56267
C 4.99619 3.97102 2.61929
C 4.65026 3.24596 1.50963
C 3.31418 2.85637 1.27236
C 2.37814 3.18189 2.24899
C 2.71476 3.97928 3.40046
O 1.69715 4.33045 4.23412
O 5.57367 2.94019 0.54649
H 4.33328 5.04530 4.33284
H 6.03995 4.42097 2.63627
H 2.90759 2.54293 0.35151
H 1.32321 3.07479 2.02134
H 1.96532 4.18125 5.17213
H 6.48886 2.96346 1.03477
C 4.33096 -1.98058 -3.16495
C 4.40956 -1.60876 -1.85594
C 5.11960 -0.40071 -1.50521
C 5.69978 0.34691 -2.49748
C 5.61128 -0.00631 -3.84914
C 4.84683 -1.12797 -4.12653
O 4.81145 -1.39863 -5.48513
O 5.25787 -0.11167 -0.16807
H 3.81045 -2.88478 -3.45014
H 3.95457 -2.21930 -1.09064
H 6.26078 1.20539 -2.14670
H 5.96269 0.61405 -4.60370
H 4.68272 -2.34319 -5.59935
H 5.48336 0.81462 0.02279
C 1.07081 -3.55743 6.26987
C 1.87913 -4.02608 7.28242
C 2.83597 -4.98875 7.14767
C 2.94600 -5.63621 5.89729
C 2.17504 -5.17192 4.87629
C 1.25546 -4.18633 5.06340
O 0.48572 -3.84699 3.91112
O 3.66906 -5.41939 8.19119
H 0.34690 -2.71163 6.38439
H 1.73152 -3.48085 8.24861
H 3.64589 -6.40532 5.81294
H 2.14651 -5.55827 3.91852
H 0.33925 -4.65644 3.47728
H 3.81266 -4.69498 8.82151
C 4.72721 1.93886 6.29388
C 3.98615 2.74125 7.20526
C 2.74218 2.29142 7.65547
C 2.23198 1.10320 7.22763
C 2.92431 0.39573 6.26432
C 4.14796 0.81023 5.76741
O 4.91924 -0.03864 4.97552
O 2.00228 3.00356 8.52919
H 5.70232 2.27657 5.98364
H 4.52957 3.61577 7.58014
H 1.37207 0.73986 7.76097
H 2.58271 -0.61431 5.95044
H 4.40622 -0.82189 4.68621
H 2.50352 3.50088 9.12985
C 7.52169 -0.05807 2.35636
C 7.56534 -1.24786 1.71152
C 8.04828 -1.28393 0.41200
C 8.64587 -0.17650 -0.12398
C 8.65588 1.02881 0.48169
C 7.97535 1.13170 1.72103
O 7.77296 2.33909 2.30033
O 7.85017 -2.36867 -0.48367
H 7.00512 -0.08908 3.30995
H 7.11188 -2.10488 2.15561
H 9.01952 -0.18141 -1.14497
H 9.20571 1.86240 0.10841
H 7.35121 2.23887 3.19864
H 7.19047 -2.96802 -0.09268
C -0.50509 -1.35605 0.83565
C 0.74710 -1.51608 1.36129
C 1.84065 -0.86712 0.78128
C 1.71673 -0.15035 -0.36632
C 0.43649 0.10344 -0.92219
C -0.60878 -0.48503 -0.28022
O -1.86309 -0.24514 -0.85967
O 3.04643 -1.09363 1.38539
H -1.39137 -1.80891 1.30007
H 0.92669 -2.00373 2.25584
H 2.57185 0.17496 -0.94337
H 0.31951 0.74093 -1.78820
H -2.56835 -0.91091 -0.73514
H 3.72267 -0.61411 0.87401
C 3.48036 3.09921 -2.74711
C 2.08833 2.85106 -2.38803
C 1.16020 2.49895 -3.35896
C 1.52997 2.37649 -4.70514
C 2.87458 2.58325 -5.02349
C 3.85915 2.90779 -4.02397
O 5.18794 2.96174 -4.35910
O -0.19553 2.35038 -3.08175
H 4.21379 3.35939 -2.04362
H 1.76172 2.97648 -1.36717
H 0.70964 2.35757 -5.40862
H 3.10428 2.39206 -6.11977
H 5.31888 3.29188 -5.24974
H -0.55644 2.64766 -2.22285
C -5.63282 -0.03187 -7.59463
C -7.02998 -0.26850 -7.62741
C -7.73578 0.33498 -6.59962
C -7.15607 0.97025 -5.52896
C -5.81225 1.30663 -5.62219
C -5.06792 0.83353 -6.71158
O -3.77776 1.14317 -6.86045
O -9.12932 0.24254 -6.52571
H -5.01863 -0.31438 -8.49188
H -7.49275 -0.85920 -8.40279
H -7.72065 1.24569 -4.63283
H -5.34930 1.77242 -4.76693
H -3.46368 1.61550 -6.08203
H -9.48706 -0.46679 -7.02818
C -6.04546 -2.88289 -4.17546
C -7.38263 -3.17608 -4.02685
C -7.74754 -4.08203 -3.00056
C -6.75796 -4.62705 -2.17521
C -5.42397 -4.40814 -2.40900
C -5.07260 -3.52512 -3.39519
O -3.69941 -3.47646 -3.72000
O -9.05961 -4.52581 -3.00661
H -5.77450 -2.09874 -4.87062
H -8.14458 -2.79572 -4.70748
H -6.98174 -5.27136 -1.35216
H -4.62980 -4.77929 -1.75876
H -3.37503 -2.59192 -3.86797
H -9.21156 -5.01896 -2.21897
```

# 2
Computed, not measured: a cluster of 18 separate species, C103H86Cl3F8N9O18 in total in a non-equilibrium geometry, with ωB97M-V with the def2-TZVPD basis set.

Values from the calculation:
HOMO-LUMO gap, eV: 8.50
HOMO, eV: -9.273
Multiplicity: 1
Net charge: 0

XYZ file:
```
227
C103H86Cl3F8N9O18, DFT ωB97M-V with the def2-TZVPD basis set
F -1.83634 -7.44073 1.12952
C -2.20955 -6.87570 -0.06875
C -2.67727 -7.78235 -0.98326
C -3.14096 -7.30737 -2.19117
C -3.17096 -5.91729 -2.40853
C -2.81435 -5.04158 -1.39652
C -2.26503 -5.51116 -0.16074
H -2.52779 -8.87614 -0.78471
H -3.50894 -7.98154 -2.99175
H -3.49405 -5.52616 -3.40511
H -2.79819 -3.99779 -1.60269
H -1.93442 -4.92323 0.66522
F 2.90426 -2.15371 -3.53738
C 2.42889 -0.98193 -4.03496
C 2.81737 -0.58868 -5.23030
C 2.49112 0.74971 -5.61467
C 1.65336 1.54301 -4.85623
C 1.27600 1.02369 -3.56663
C 1.68088 -0.22777 -3.17783
H 3.37418 -1.31772 -5.84679
H 2.83355 1.17051 -6.54353
H 1.38056 2.56982 -5.16817
H 0.76445 1.65917 -2.86031
H 1.51868 -0.61092 -2.14708
F 4.77140 -1.87876 8.24728
C 5.22337 -0.97573 7.37300
C 6.30378 -1.31952 6.46786
C 6.62829 -0.31355 5.57331
C 6.01544 0.92363 5.57773
C 5.04590 1.19987 6.52284
C 4.64516 0.24366 7.39494
H 6.83312 -2.26353 6.60636
H 7.51026 -0.51831 4.91847
H 6.38324 1.64579 4.80084
H 4.62167 2.22584 6.60800
H 3.83348 0.40600 8.06707
F -3.36263 -4.04169 -6.34350
C -2.45727 -3.02621 -6.39476
C -2.00872 -2.43208 -5.21312
C -1.07325 -1.38858 -5.34577
C -0.55075 -0.97714 -6.60008
C -0.97952 -1.67766 -7.66842
C -2.03412 -2.62025 -7.63459
H -2.44473 -2.75838 -4.26897
H -0.80120 -0.82950 -4.44411
H 0.19772 -0.22442 -6.81492
H -0.55042 -1.41021 -8.59875
H -2.23012 -3.20446 -8.57397
F -3.57793 5.63219 4.62537
C -2.48145 5.34250 5.29672
C -1.75173 6.38864 5.80210
C -0.51279 6.17797 6.31085
C -0.01861 4.93574 6.39923
C -0.73486 3.79355 5.92564
C -1.99147 4.04397 5.33906
H -2.08214 7.45119 5.68537
H -0.04294 7.00282 6.78925
H 0.98980 4.84985 6.84572
H -0.34118 2.75314 5.87276
H -2.57041 3.23296 4.81759
F 3.43122 4.00222 -0.55105
C 4.65888 4.53165 -0.66529
C 5.65600 4.04512 0.16786
C 6.88160 4.72836 0.16452
C 7.13528 5.82883 -0.61724
C 6.07646 6.27568 -1.46710
C 4.84485 5.69721 -1.47673
H 5.48428 3.22873 0.82995
H 7.60472 4.30414 0.85393
H 8.12041 6.34182 -0.62195
H 6.36899 7.19707 -2.11681
H 3.99196 6.05003 -2.12557
F 5.40030 1.57854 -6.56584
C 6.09760 1.83909 -5.41257
C 7.36271 2.32645 -5.50446
C 8.09731 2.42605 -4.30341
C 7.50587 2.02047 -3.08620
C 6.12972 1.68616 -3.02827
C 5.45892 1.53495 -4.23642
H 7.65367 2.77842 -6.44803
H 9.11550 2.85368 -4.28652
H 8.06401 2.19361 -2.16582
H 5.60849 1.38625 -2.03853
H 4.44739 1.04340 -4.31117
F 0.46876 4.22996 -3.76057
C 1.13590 5.39238 -3.93496
C 2.47377 5.24535 -4.34478
C 3.16133 6.39636 -4.67787
C 2.57299 7.67183 -4.49284
C 1.26774 7.72460 -4.09346
C 0.47093 6.60415 -3.85264
H 2.94596 4.25816 -4.47920
H 4.00237 6.30102 -5.32699
H 3.08943 8.60795 -4.76997
H 0.83337 8.72661 -4.07781
H -0.60258 6.63098 -3.70867
C -4.02579 2.39879 -0.00986
Cl -2.43239 2.54358 -0.76055
Cl -5.01283 1.26463 -0.96513
Cl -4.87368 3.90254 0.17518
H -3.74772 2.01681 0.95691
C 0.41018 -6.09999 2.64001
C 1.75367 -6.49005 2.44655
C 2.62220 -5.51426 2.02477
C 2.21064 -4.24381 1.76121
C 0.87336 -3.87221 1.88354
C -0.04701 -4.80686 2.36203
N 3.25015 -3.22578 1.47037
O 4.31914 -3.55601 1.02137
O 2.92478 -2.07719 1.65496
H -0.38840 -6.87552 2.79596
H 1.89132 -7.54105 2.52854
H 3.64573 -5.71972 1.83827
H 0.61079 -2.81031 1.69043
H -1.04181 -4.44443 2.61501
C -3.75298 -6.03878 3.97669
C -4.13335 -4.71281 3.73697
C -4.20469 -3.71720 4.66676
C -3.83667 -4.12039 6.03000
C -3.38595 -5.38370 6.27087
C -3.28618 -6.37501 5.24550
N -3.81341 -3.10957 7.05402
O -3.50955 -3.36140 8.22228
O -4.20261 -1.97101 6.71917
H -3.87229 -6.86255 3.27640
H -4.45794 -4.43592 2.73545
H -4.52753 -2.67710 4.50090
H -3.15216 -5.74769 7.27801
H -2.98598 -7.42723 5.32245
C -3.19279 3.06401 -4.46063
C -2.62552 4.19269 -5.03198
C -2.09447 4.07155 -6.32063
C -1.97230 2.83680 -6.89566
C -2.45370 1.69914 -6.29104
C -3.14822 1.83730 -5.05245
N -1.32752 2.72242 -8.22164
O -1.47327 1.68058 -8.87062
O -0.84521 3.71805 -8.66450
H -3.75607 3.15445 -3.55902
H -2.50057 5.13850 -4.49992
H -1.70390 4.95288 -6.82245
H -2.27988 0.72986 -6.67180
H -3.56521 0.91675 -4.54956
C 3.39144 -2.84289 5.07855
C 2.42589 -3.81785 5.46530
C 1.06297 -3.49174 5.48275
C 0.64902 -2.20883 5.15463
C 1.59653 -1.19960 4.88493
C 2.95155 -1.52736 4.86994
N -0.73748 -1.82502 5.15122
O -1.02455 -0.68529 5.41415
O -1.56674 -2.70978 4.86894
H 4.38447 -3.22109 4.82587
H 2.84524 -4.77474 5.83090
H 0.30692 -4.24135 5.77497
H 1.34240 -0.16800 4.90176
H 3.62988 -0.68844 4.60544
C 1.31082 2.02545 1.66468
C 0.30203 1.84345 2.60126
C -0.62224 0.77579 2.49504
C -0.61457 0.06586 1.29450
C 0.34441 0.28209 0.31126
C 1.39180 1.22849 0.53462
N -1.59122 -1.06185 1.09834
O -1.83417 -1.69609 2.10919
O -2.05379 -1.25224 -0.01554
H 2.10562 2.78470 1.89861
H 0.32422 2.45971 3.51304
H -1.30931 0.53986 3.24801
H 0.16517 -0.24458 -0.63771
H 2.22228 1.32819 -0.22309
C -0.39235 6.38873 0.67214
C 0.95545 6.55618 0.34563
C 2.01469 6.20161 1.15227
C 1.68304 5.59142 2.37862
C 0.33261 5.35582 2.70021
C -0.68700 5.75396 1.87346
N 2.66435 5.18997 3.36553
O 3.81348 5.52533 3.09318
O 2.40983 4.50380 4.34153
H -1.10185 6.82112 -0.05210
H 1.21255 7.06216 -0.53926
H 3.01703 6.43374 0.88413
H 0.06356 4.97742 3.67433
H -1.68260 5.61005 2.24873
C 1.18459 -7.11187 -2.73548
C 1.83725 -6.54423 -1.65782
C 1.53677 -5.23327 -1.27526
C 0.68889 -4.43357 -2.06305
C 0.01124 -5.03701 -3.11410
C 0.25806 -6.34906 -3.44037
N 0.43135 -2.99865 -1.75575
O -0.44938 -2.41771 -2.31572
O 1.18584 -2.53345 -0.93334
H 1.31348 -8.16286 -3.01332
H 2.45667 -7.16810 -1.02217
H 2.02079 -4.72689 -0.53118
H -0.54322 -4.34659 -3.73977
H -0.26655 -6.97837 -4.20776
C -6.06535 -1.96018 -4.22118
C -4.89036 -1.80189 -3.54847
C -4.79403 -2.23536 -2.21288
C -5.88049 -2.90310 -1.67710
C -7.08312 -3.09853 -2.34467
C -7.19052 -2.51769 -3.60673
N -5.72080 -3.51010 -0.30718
O -6.54685 -4.34943 -0.11150
O -4.88235 -3.12338 0.47113
H -6.14477 -1.59991 -5.25246
H -3.97852 -1.37394 -4.02356
H -3.87220 -2.23797 -1.50038
H -7.95051 -3.47812 -1.85523
H -8.17786 -2.57609 -4.13040
C -4.47062 0.65965 4.08375
C -4.41087 -0.34731 3.09114
C -5.32198 -0.34431 2.06065
C -6.41290 0.51779 2.14279
C -6.44536 1.54674 3.06642
C -5.44265 1.61483 4.00577
N -7.53666 0.29716 1.11590
O -8.55280 0.96665 1.28371
O -7.44594 -0.55291 0.21105
H -3.75753 0.69413 4.89026
H -3.63766 -1.14087 3.10103
H -5.15147 -0.85905 1.10148
H -7.16067 2.37062 2.91721
H -5.49066 2.38156 4.80992
```